{"formula": "C3H3Br9", "method": "ωB97M-V with the def2-TZVPD basis set", "e_tot_ev": -633540.287, "homo_energy_ev": -10.4, "symbols": ["Br", "Br", "Br", "Br", "Br", "Br", "Br", "Br", "Br", "C", "C", "C", "H", "H", "H"], "coordinates": [[7.784, 8.609, 9.229], [5.672, 4.920, 10.481], [5.330, 8.337, 11.406], [3.503, 4.021, 8.466], [6.301, 5.289, 7.401], [6.130, 7.469, 3.948], [9.066, 8.830, 4.390], [8.363, 8.475, 12.414], [8.829, 5.775, 3.599], [7.150, 7.864, 10.965], [7.931, 7.210, 4.481], [4.978, 5.215, 8.769], [7.749, 7.077, 5.577], [4.423, 6.115, 8.768], [7.297, 6.838, 10.642]]}